# 1
The following is a quantum chemistry calculation of a 9-piece molecular cluster, C30H43N9O23P overall in a non-equilibrium geometry, from the Open Molecules 2025 dataset.

Values from the calculation:
gap between HOMO and LUMO	4.24	eV
HOMO level	-4.15	eV
ΔE to the lowest compared entry with this formula, charge and spin	2646.27	kJ/mol
total charge	-1

Structure (XYZ):
```
106
Properties=species:S:1:pos:R:3:forces:R:3
C -3.892465 4.483063 3.274399 0.3772 0.4215 -1.1168
C -3.618671 5.073413 1.936295 -0.5949 -0.1091 1.1913
C -2.486177 4.581836 0.858485 -0.3069 -2.0810 -0.3231
C -2.861853 3.223306 0.021608 -0.3774 -3.4933 -2.4386
C -4.339518 2.991406 -0.726319 1.7038 -2.4516 -1.1318
C -5.550363 4.119488 -0.692826 -4.7077 4.1988 0.6652
O -6.338592 4.104991 0.417243 4.4874 -0.7323 -5.2141
O -5.839537 5.098006 -1.752503 2.5935 -5.8641 4.8990
C -4.693306 1.605935 -1.594108 2.6946 -0.1742 0.6925
C -6.155685 1.378889 -2.363094 -0.2173 -0.1458 1.1310
C -7.212025 0.686596 -1.272146 -2.2495 -1.9438 2.4771
C -8.444603 1.483855 -0.538325 0.7911 -3.9893 0.8609
C -9.398676 0.660801 0.561558 2.8024 -1.9980 -1.6943
C -9.145694 -0.939434 0.904430 2.6913 1.4058 -2.4917
C -7.907623 -1.754263 0.179728 -0.6449 4.1520 -1.3554
C -7.523068 -3.334639 0.442646 0.5949 0.9005 -0.0318
C -6.993189 -0.901154 -0.909012 -2.4819 1.1599 1.7411
C -3.588242 0.378687 -1.778080 1.9018 2.9556 2.3915
N -3.824017 -0.889498 -2.572322 1.1560 1.3120 0.8017
C -2.139505 0.587832 -1.040066 -1.3743 1.2442 0.1437
C -1.771633 1.977103 -0.184329 -1.8768 -0.4173 -0.6525
C -0.226521 2.010279 0.442177 1.5396 3.4766 -0.2936
O 0.552940 3.093760 0.481501 -4.5110 -6.5123 0.0953
C 0.323502 0.528580 0.989594 -0.7601 -3.4391 -3.0964
P 1.404400 0.288259 2.553206 -1.4659 0.7029 5.2369
O 0.648113 0.767600 3.889861 2.8299 -1.5726 -5.4149
O 2.940677 1.122858 2.382694 -1.4888 -3.1359 0.9561
O 1.778411 -1.426941 2.778495 -1.8202 2.6099 -1.0483
C -0.015643 -0.736892 0.222791 0.0958 3.7128 0.9291
C -0.982728 -0.616357 -1.136698 -0.2284 -0.7797 -3.0069
O -0.809794 -1.394162 -2.220255 -0.8705 4.0469 6.5751
H -3.473347 5.016246 4.255895 -2.3759 -0.2684 -2.2383
H -4.567092 3.529052 3.481676 2.8283 1.1010 -0.7924
H -4.264403 6.029498 1.630378 2.6453 -1.2116 1.1778
H -2.150281 5.414612 0.086111 -1.1734 -1.6279 1.6939
H -1.507936 4.332818 1.495745 -2.4797 0.3715 -1.6556
H -6.043514 0.597483 -3.250365 0.0050 1.7997 1.9932
H -6.580434 2.420708 -2.761095 1.0360 -2.3034 1.0614
H -8.639796 2.625595 -0.782606 0.5429 -2.6835 0.7227
H -10.274567 1.225040 1.126513 2.1193 -1.3123 -1.4143
H -9.792615 -1.565158 1.681360 1.3791 1.7831 -1.8156
H -8.460544 -4.031101 0.588718 1.8752 1.5340 -0.3305
H -6.859537 -3.712963 -0.468980 -1.6121 0.8043 1.8906
H -6.819735 -3.395382 1.397667 -1.6266 0.0799 -1.9105
H -6.129939 -1.505729 -1.445146 -1.8929 1.5569 1.1224
H -3.286667 -0.823107 -3.478177 -0.8427 0.1249 1.3968
H -3.393982 -1.736222 -2.092704 -0.5562 1.7834 -0.4679
H 3.617952 0.671362 2.999911 -1.6676 0.8828 -1.2601
H 0.914414 -1.964764 2.808938 1.7664 1.4407 0.0257
H 0.359925 -1.803688 0.523451 -0.5997 2.3813 -0.7062
C -3.729741 8.492555 5.285573 0.2179 0.0875 0.1971
N -4.594819 7.364784 4.845922 -0.7981 -0.7894 -0.5801
O -4.859656 6.494586 5.683534 0.1969 1.1441 -1.1095
O -4.983725 7.384967 3.672310 0.5141 -0.0387 2.0171
H -3.463839 8.345767 6.334595 -0.1372 -0.0775 -0.2779
H -2.836854 8.487509 4.657054 -0.1809 0.0282 -0.0109
H -4.300329 9.414803 5.157812 0.1225 -0.1889 -0.1189
C 2.827505 -3.391341 -1.492230 0.2379 0.2003 -0.1521
N 3.086575 -3.280527 -0.031367 0.1078 0.0997 0.7690
O 4.259643 -3.386051 0.345136 -1.7019 0.1347 -0.1681
O 2.104962 -3.090611 0.696225 1.6524 -0.6328 -0.8739
H 3.776009 -3.556479 -2.007758 -0.5162 0.2465 0.4773
H 2.153612 -4.236954 -1.644268 -0.0147 0.2451 0.0505
H 2.369659 -2.454922 -1.817699 -0.1553 -0.2069 0.1203
C 5.302866 -6.880240 -2.641667 -0.0241 -0.3128 -0.0142
N 4.331373 -5.879949 -3.160453 -0.6833 0.2733 -0.3657
O 3.233628 -6.302090 -3.542198 1.4389 0.9793 0.4894
O 4.698174 -4.699105 -3.169719 -0.3095 -1.8515 -0.5142
H 4.849166 -7.872383 -2.691746 -0.0002 0.3355 -0.0160
H 6.193917 -6.831448 -3.270917 -0.1766 0.0863 0.2374
H 5.531313 -6.612429 -1.607974 0.0504 0.0596 -0.2165
C 1.175115 6.049818 2.818007 0.0610 0.0227 0.0576
N -0.158922 6.687464 2.983153 -0.9323 0.1612 -0.0337
O -0.250939 7.601410 3.810930 -0.2268 -0.9471 -0.9419
O -1.076122 6.252565 2.277017 1.7248 1.4295 1.5076
H 1.882579 6.529438 3.497829 -0.2817 -0.0242 -0.1832
H 1.066216 4.990445 3.059203 -0.0689 0.1147 -0.1990
H 1.481764 6.191376 1.779565 -0.3787 -0.1879 0.3985
C 9.628845 -5.545367 -1.545533 0.1047 0.1048 0.3450
N 8.763766 -6.673138 -1.985183 -0.4500 -0.7031 -0.1156
O 8.498930 -7.543336 -1.147570 0.1551 1.0476 -1.4165
O 8.374862 -6.652955 -3.158796 0.5192 -0.2480 1.5770
H 9.894747 -5.692155 -0.496510 -0.1995 -0.0244 -0.3407
H 10.521732 -5.550414 -2.174050 -0.2361 0.0910 -0.0219
H 9.058257 -4.623119 -1.673292 0.1369 -0.1760 -0.1411
C 12.942435 -7.630140 0.115004 -0.1017 -0.3194 0.1714
N 12.599447 -6.182570 0.135497 -0.1204 1.0297 0.0595
O 11.652667 -5.835206 0.850987 1.3792 -0.2437 -0.9904
O 13.290453 -5.435761 -0.567217 -1.1822 -0.9672 1.0502
H 12.256595 -8.165144 0.775375 0.1197 0.2584 -0.1566
H 12.837681 -7.979162 -0.914326 0.1497 0.1246 0.1600
H 13.971806 -7.729916 0.465540 -0.1533 0.0671 -0.2071
C -2.537735 -4.249673 -4.511599 0.0332 -0.3174 0.0819
N -3.509228 -3.249381 -5.030384 -0.9101 0.6769 -0.4200
O -4.606974 -3.671523 -5.412129 1.5689 0.8236 0.4873
O -3.142428 -2.068537 -5.039650 -0.5823 -1.8465 -0.3677
H -2.991435 -5.241816 -4.561676 -0.0015 0.3291 -0.0432
H -1.646684 -4.200879 -5.140848 -0.1194 0.1314 0.2178
H -2.309288 -3.981862 -3.477904 0.0974 0.0915 -0.2420
C 4.698795 4.579788 0.465520 -0.1448 -0.3405 0.1784
N 4.355807 6.027357 0.486014 -0.1063 1.0448 -0.1215
O 3.409028 6.374721 1.201504 1.7553 -0.1722 -1.1897
O 5.046813 6.774167 -0.216699 -1.1505 -0.9695 1.1301
H 4.012955 4.044784 1.125893 0.0785 0.2040 -0.1801
H 4.594041 4.230766 -0.563808 0.1137 0.1279 0.1801
H 5.728165 4.480011 0.816058 -0.1452 0.0885 -0.2009
```
Positions in Å, forces in eV/Å.



# 2
The following is a quantum chemistry calculation of C30H44AlClF3IO4PSi as an isolated structure in a non-equilibrium geometry, from the Open Molecules 2025 dataset.

Values from the calculation:
gap between HOMO and LUMO	6.93	eV
HOMO level	-4.81	eV
total charge	-1

Structure (XYZ):
```
86
Properties=species:S:1:pos:R:3:forces:R:3
C 2.480360 2.801671 2.425867 -0.0903 0.2563 -0.7649
C 1.480270 2.320594 1.365274 0.2591 -0.2699 0.9433
C 0.788725 0.959933 1.584263 -0.3093 0.6026 -0.2866
I 0.540681 0.509053 3.704101 0.0150 -0.0078 -0.1452
Al -1.001116 0.806550 0.553388 0.1539 -0.4692 0.3635
C -1.168980 2.511631 -0.529708 -0.4681 -0.3990 -0.0284
C -2.339796 2.568620 -1.542482 0.8262 0.4062 0.3117
C -2.933592 3.952088 -1.662295 -0.5216 -0.1634 0.0222
Cl -4.106953 4.348010 -0.347808 0.0492 0.0981 0.0560
C -2.598916 0.357533 1.691478 -0.2366 0.5576 -0.4510
C -3.649023 1.470898 1.834276 0.9085 -0.7292 0.1870
O -4.661131 1.321967 0.827281 -0.3019 0.3103 0.5258
Si -6.213230 1.188716 1.357528 -0.5749 0.1146 -0.5777
C -7.286479 1.705307 -0.112366 0.8565 -0.1327 0.5864
C -6.662005 2.327933 2.779411 -0.0143 -0.0993 0.0441
C -6.721592 -0.564194 1.828605 0.3828 0.2934 -0.1383
C -0.702130 -0.775648 -0.753640 -0.1821 0.1945 0.0293
P -0.790076 -2.304798 0.087936 0.0476 0.7438 0.6240
O -0.615598 -2.222021 1.543260 0.2186 -0.0129 0.8393
O 0.318578 -3.333356 -0.497717 0.0710 0.2772 -0.4755
O -2.216585 -2.953633 -0.242120 0.0501 -0.7817 -0.3226
H 3.153680 2.000380 2.706261 0.1721 -0.0688 0.2772
H 3.048422 3.620232 1.982519 0.2843 0.0725 0.0123
H 1.978515 3.221718 3.284893 -0.0907 -0.2122 0.4157
H 2.067471 2.211099 0.456714 -0.2141 0.0928 -0.4973
H 0.758748 3.122042 1.243342 -0.1908 0.0806 -0.2749
H 1.474867 0.200215 1.227930 0.1432 -0.4202 0.2692
H -0.240733 2.656524 -1.081281 0.2521 0.0933 -0.0777
H -1.252814 3.380135 0.126683 -0.0016 0.0598 0.2723
H -3.112364 1.836387 -1.336795 -0.2980 -0.0920 -0.0240
H -1.928835 2.382159 -2.533536 -0.0612 -0.3600 -0.2412
H -3.499269 4.060719 -2.578618 -0.1527 0.1292 -0.1975
H -2.172279 4.716752 -1.599299 0.2265 0.1506 -0.0583
H -2.333591 -0.008321 2.678423 0.2615 -0.0781 0.1167
H -3.119173 -0.465425 1.202982 -0.0551 -0.2949 -0.0356
H -3.181969 2.450613 1.752360 -0.2254 0.3083 -0.2276
H -4.065223 1.418075 2.844081 -0.3915 0.0848 0.0623
H -6.804931 1.308749 -0.999097 -0.0965 -0.1077 -0.3431
H -8.300073 1.336624 -0.021873 -0.2719 0.0300 -0.0818
H -7.251267 2.789090 -0.169871 -0.1963 0.1892 -0.1395
H -7.745620 2.309755 2.883357 -0.2514 -0.0279 -0.0565
H -6.379519 3.365102 2.621214 0.1542 0.1213 -0.1327
H -6.268272 2.012859 3.739080 0.2160 -0.0832 0.1832
H -7.750050 -0.698142 1.512119 -0.3246 -0.0852 0.1140
H -6.631613 -0.751134 2.893780 -0.0387 -0.0942 0.1829
H -6.125745 -1.303071 1.299622 0.1544 -0.0828 -0.0663
H 0.309586 -0.664058 -1.136036 0.1794 0.0372 -0.2426
H -1.409716 -0.734608 -1.577032 -0.0373 -0.0568 -0.2354
H 1.151412 -2.838152 -0.378270 -0.1300 -0.6057 -0.1048
H -2.350603 -3.633861 0.442713 -0.1673 0.3458 -0.2348
F 2.833304 -1.918896 -0.235752 -0.0078 0.0929 -0.0800
C 4.109375 -2.055372 0.183319 0.2212 -0.0311 0.1377
C 4.654215 -3.319127 0.267408 -0.1165 -0.1953 -0.0751
C 5.966153 -3.451162 0.696766 0.0244 0.1046 0.0190
C 6.703821 -2.327184 1.041854 0.0736 -0.0082 0.0156
C 6.130127 -1.066117 0.952606 0.0049 -0.1243 -0.0202
C 4.821780 -0.923082 0.516008 -0.0856 0.2298 -0.0205
H 4.056520 -4.181214 0.001955 -0.0244 0.0232 0.0021
H 6.413202 -4.433822 0.764934 -0.0183 -0.0191 0.0120
H 7.725114 -2.436360 1.382132 -0.0025 -0.0097 0.0128
H 6.701003 -0.189332 1.226759 -0.0111 0.0230 -0.0047
H 4.354489 0.049721 0.435835 -0.0474 -0.0229 0.0318
F -0.691879 3.209906 -5.169990 0.0138 -0.0077 -0.0011
C -1.374872 4.224909 -5.726546 -0.0923 0.1230 -0.0702
C -1.734743 5.302696 -4.942635 0.0655 0.0349 0.2213
C -2.435277 6.349259 -5.522336 -0.0070 -0.0574 -0.1242
C -2.773408 6.302789 -6.868038 -0.0330 0.0570 -0.0240
C -2.405401 5.207809 -7.637231 0.0050 0.0509 0.0899
C -1.696929 4.160040 -7.067632 0.0342 -0.1285 -0.1198
H -1.468997 5.317374 -3.894238 0.0224 -0.0426 -0.0081
H -2.718752 7.202105 -4.920590 -0.0080 -0.0109 0.0317
H -3.323941 7.119457 -7.315883 -0.0047 -0.0014 -0.0038
H -2.671388 5.167369 -8.685083 0.0125 -0.0122 -0.0139
H -1.394935 3.300459 -7.650828 -0.0026 -0.0192 0.0342
F 8.316785 -5.324334 2.554892 0.0333 0.0297 -0.0104
C 7.758996 -6.551055 2.560873 -0.1104 -0.2019 0.0025
C 6.832689 -6.861526 3.535818 -0.0518 0.1562 0.1560
C 6.256827 -8.122742 3.534137 0.0669 -0.0405 -0.0856
C 6.616870 -9.054258 2.570146 -0.0273 -0.0611 0.0098
C 7.552334 -8.721919 1.600941 -0.0594 0.0205 0.0787
C 8.127255 -7.459666 1.589218 0.1461 0.0565 -0.1452
H 6.569215 -6.122475 4.280534 -0.0012 0.0260 -0.0325
H 5.523645 -8.377479 4.287082 -0.0057 0.0186 0.0167
H 6.166468 -10.037717 2.573950 -0.0037 -0.0015 -0.0057
H 7.835889 -9.446545 0.849649 0.0030 0.0106 -0.0244
H 8.851941 -7.177353 0.837051 0.0061 0.0224 0.0213
```
Positions in Å, forces in eV/Å.